1.
46
Properties=species:S:1:pos:R:3:forces:R:3 method="wB97M-V/def2-TZVPD" total_energy_ev=-110533.5785 lumo_ev=0.579 relative_energy_kj_mol=98.0 e_homo_ev=-4.24 homo_lumo_gap_ha=0.17699
Sn -0.44139 -0.17244 0.18914 1.2 -0.9 -0.6
Si -1.41205 1.66260 -1.66225 0.2 -1.6 -0.9
P -2.54875 0.38381 2.02544 -1.1 -0.7 -0.3
P 2.89569 1.33020 -0.75825 -1.5 1.0 1.5
H -1.50012 1.16688 0.15324 0.0 2.6 -0.2
C -2.16982 -0.38956 3.61684 -0.3 -0.1 0.5
H -3.08967 -0.53319 4.20075 0.3 0.0 0.1
H -1.48266 0.26333 4.17232 -0.1 -0.3 -0.1
H -1.69411 -1.36699 3.43373 -0.1 0.4 0.1
C -4.19828 -0.27961 1.59641 -1.0 0.4 0.9
H -4.87707 -0.15770 2.46706 -0.1 -0.3 -0.5
H -4.11148 -1.34591 1.33300 0.0 0.4 0.2
H -4.63683 0.25936 0.74088 0.3 -0.2 0.3
C -2.73675 2.17144 2.40483 -0.3 -0.2 0.0
H -3.67236 2.36367 2.95467 0.3 0.1 -0.1
H -2.72991 2.73864 1.45472 0.0 -0.2 0.5
H -1.87241 2.46654 3.02386 -0.3 0.0 -0.3
C 4.11586 0.36145 0.10780 0.8 -0.3 -0.3
H 4.98255 0.25637 -0.56500 -0.1 -0.2 0.3
H 3.71511 -0.63371 0.35892 0.1 0.4 -0.1
H 4.41676 0.88897 1.02413 -0.2 -0.1 -0.3
C 2.36542 0.45302 -2.22460 0.4 -0.2 -0.6
H 3.23957 0.41816 -2.89677 -0.2 -0.1 0.1
H 1.54444 0.97211 -2.73629 0.1 -0.1 0.3
H 2.06911 -0.57607 -1.97781 0.1 0.4 0.0
C 3.63028 2.90734 -1.22041 0.6 -0.1 -0.5
H 4.52725 2.68987 -1.81543 0.0 0.4 0.0
H 3.90324 3.46581 -0.31727 -0.1 -0.2 -0.2
H 2.92072 3.50302 -1.80618 0.1 -0.2 0.1
C -1.89067 0.63304 -3.20274 -0.6 0.2 -0.3
H -2.24991 -0.35963 -2.89522 0.1 0.3 -0.2
H -1.05482 0.51078 -3.90959 -0.1 -0.1 0.3
H -2.70640 1.14611 -3.74149 0.2 -0.2 0.0
H -2.54408 2.63781 -1.60347 0.0 -0.1 0.6
H -0.28032 2.46238 -2.15987 0.3 0.4 0.4
C 1.38952 -3.09307 -0.05968 0.8 0.1 0.4
O 2.48630 -2.53005 -0.07349 -1.5 -0.6 -0.1
C 0.73497 -3.57058 1.22225 0.2 -0.1 0.4
H -0.07647 -4.28167 1.04620 0.2 0.1 -0.1
H 0.32541 -2.72821 1.78403 0.1 0.1 -0.2
H 1.47845 -4.04074 1.86806 0.1 0.0 -0.1
C 0.62563 -3.41824 -1.30944 0.1 -0.1 -0.5
H 1.29432 -3.83521 -2.05702 0.2 -0.1 -0.1
H 0.20754 -2.51385 -1.74072 -0.1 0.3 0.0
H -0.19346 -4.11253 -1.13537 0.0 0.0 0.1
Se 1.30165 1.82626 0.69008 0.9 0.0 -0.8

2.
19
Properties=species:S:1:pos:R:3:forces:R:3 method="wB97M-V/def2-TZVPD" smiles="N/C=C/CCCN" total_energy_ev=-8357.3795 lumo_ev=1.181 relative_energy_kj_mol=266.0 e_homo_ev=-8.21 homo_lumo_gap_ha=0.34510
N -3.10913 0.35607 1.37678 2.0 0.5 0.7
C -1.93030 1.19477 1.04618 1.6 -0.4 -1.1
C -0.86492 0.54401 0.41320 -4.3 0.3 -0.5
C 0.49051 1.02373 -0.01969 -0.3 -0.4 -1.0
C 1.07537 0.29482 -1.32934 0.8 -2.3 5.3
C 1.16598 -1.26367 -1.00356 0.8 -0.9 -3.6
N 2.05064 -1.50871 0.14753 -0.4 0.6 -0.1
H -2.77628 -0.19362 2.20087 -1.0 0.5 -0.9
H -3.93881 0.89159 1.61445 0.3 0.0 0.1
H -1.92982 2.32577 1.27521 0.0 -1.9 0.0
H -1.32508 -0.38429 -0.08558 1.3 0.8 1.2
H 0.43426 2.02129 -0.44609 0.0 0.7 1.0
H 1.11851 0.92069 0.86936 0.5 0.3 -0.5
H 2.16383 0.57547 -1.24879 -1.2 0.4 -1.4
H 0.37135 0.53864 -2.08321 0.3 0.2 -1.4
H 0.18600 -1.82161 -0.99787 0.9 0.9 0.9
H 1.60975 -1.77522 -1.99535 -0.6 1.1 1.7
H 3.01416 -1.26284 -0.04677 -0.1 0.8 -0.4
H 2.19398 -2.47689 0.31269 -0.7 -1.2 0.2

3.
10
Properties=species:S:1:pos:R:3:forces:R:3 method="wB97M-V/def2-TZVPD" smiles="CC(=O)CF" total_energy_ev=-7956.0156 lumo_ev=0.921 relative_energy_kj_mol=47.6 e_homo_ev=-9.74 homo_lumo_gap_ha=0.39165
C 1.23350 -0.65290 0.05618 -2.1 -2.1 -1.7
C -0.19804 -0.25096 -0.55537 0.5 0.6 0.6
O -0.56477 -0.64989 -1.62637 0.1 0.0 0.2
C -1.14577 0.80853 0.22409 0.7 -3.0 -1.7
F -0.83705 0.82102 1.53925 -0.2 0.3 0.8
H 1.60965 0.01205 0.74753 0.6 1.8 1.5
H 0.93846 -1.56675 0.66472 0.8 0.7 -0.9
H 2.03264 -0.84936 -0.73446 -1.5 0.0 0.9
H -2.22355 0.65925 -0.02657 0.8 -0.3 0.6
H -0.84507 1.66899 -0.28899 0.5 2.0 -0.3

4.
41
Properties=species:S:1:pos:R:3:forces:R:3 method="wB97M-V/def2-TZVPD" smiles="COc1cc(/C=C2/OC(=O)c3cc([N+](=O)[O-])ccc32)cc(OC)c1OC" total_energy_ev=-34727.7157 lumo_ev=-1.200 e_homo_ev=-8.58 homo_lumo_gap_ha=0.27105
C -2.38307 -2.62519 -1.89503 -0.3 -0.3 -0.2
O -1.35139 -1.68058 -1.69715 0.2 0.2 0.2
C -1.52785 -0.58553 -0.91924 0.0 0.2 0.2
C -0.45066 0.30030 -0.94583 -0.2 0.1 0.0
C -0.44622 1.47267 -0.20195 -0.5 -0.5 -0.1
C 0.66861 2.39991 -0.23527 1.1 0.2 0.0
C 1.98334 2.11240 -0.24108 -1.3 0.2 0.1
O 2.87998 3.15311 -0.39965 -0.1 0.4 -0.1
C 4.16566 2.70121 -0.37391 0.7 0.0 0.0
O 5.11451 3.41507 -0.51986 -0.3 -0.1 0.0
C 4.09955 1.24508 -0.13173 -0.8 -0.4 0.0
C 5.11427 0.32470 0.03230 0.0 -0.2 0.0
C 4.73281 -0.98217 0.31086 -0.8 1.0 -0.2
N 5.74977 -1.99217 0.48889 0.3 -0.4 0.1
O 6.90558 -1.64753 0.38379 0.3 0.1 0.0
O 5.38153 -3.12126 0.73265 0.0 -0.3 0.1
C 3.39071 -1.34518 0.44340 0.2 -0.2 0.0
C 2.38345 -0.41722 0.27094 0.1 0.2 0.0
C 2.74233 0.89073 -0.04228 0.9 -0.2 0.0
C -1.58980 1.80387 0.52327 0.0 -0.2 0.1
C -2.67085 0.94087 0.56705 0.0 0.1 -0.1
O -3.74620 1.31639 1.33762 0.4 -0.3 0.0
C -4.98219 1.44847 0.65425 -0.3 0.1 -0.2
C -2.63941 -0.28996 -0.11337 -0.2 -0.2 0.1
O -3.69774 -1.17508 -0.01011 0.3 0.5 -0.3
C -3.90604 -1.70283 1.29017 0.0 -0.2 0.3
H -3.31300 -2.14753 -2.20712 0.1 -0.1 0.0
H -2.01934 -3.27676 -2.68931 0.0 0.0 0.1
H -2.56461 -3.22023 -0.99699 0.0 0.1 -0.1
H 0.37553 0.05347 -1.59282 0.1 0.0 -0.1
H 0.41479 3.45174 -0.26508 0.1 0.1 0.0
H 6.15459 0.60044 -0.04372 0.0 0.0 0.0
H 3.16068 -2.37205 0.68514 0.0 0.0 0.0
H 1.35087 -0.70020 0.38745 0.0 -0.1 0.0
H -1.64643 2.72529 1.08028 0.0 0.1 0.1
H -4.92552 2.25444 -0.08435 0.0 0.0 0.0
H -5.71428 1.70562 1.41735 0.0 0.0 -0.1
H -5.28039 0.52515 0.15348 0.0 0.0 0.1
H -4.80140 -2.31773 1.21941 0.0 0.0 0.1
H -3.05703 -2.32483 1.59436 0.0 0.0 0.0
H -4.05512 -0.91690 2.03322 0.0 0.0 -0.1

5.
57
Properties=species:S:1:pos:R:3:forces:R:3 method="wB97M-V/def2-TZVPD" total_charge=+1 total_energy_ev=-122001.1775 lumo_ev=-3.633 relative_energy_kj_mol=34.9 e_homo_ev=-11.70 homo_lumo_gap_ha=0.29655
Hf -0.60968 0.59665 1.12028 0.8 -0.5 -1.1
O -1.37659 -4.30894 4.78686 -0.1 0.1 -0.1
C -1.20192 -3.35772 3.85773 0.0 -0.3 0.3
C -2.18543 -3.01052 2.93075 0.0 -0.2 0.1
C -1.88512 -2.01861 2.03465 0.2 0.1 0.0
N -0.69426 -1.42515 2.02088 -0.2 -0.3 0.5
C 0.23050 -1.72218 2.94085 -0.1 0.0 -0.2
C 0.03030 -2.69503 3.87770 0.0 -0.1 0.0
C 1.46280 -0.85030 2.82201 -0.3 0.2 -0.4
O 2.48286 -1.08010 3.40903 0.2 0.0 0.1
O 1.25904 0.12483 1.94630 0.4 -0.4 0.4
C -2.86544 -1.41006 1.05618 0.5 0.5 -0.2
O -3.92815 -1.91053 0.83393 -0.2 0.0 -0.1
O -2.37005 -0.29279 0.52272 -0.4 -0.8 0.3
H -2.25602 -4.70266 4.71469 0.0 0.0 0.0
H -3.16628 -3.47088 2.91650 0.0 0.0 0.0
H 0.78584 -2.93078 4.61436 0.0 0.0 0.0
Se 0.29959 -1.68906 -6.71893 0.0 -0.1 -0.2
N 1.09414 -2.20611 -5.20614 -0.2 0.2 -0.2
C 0.57133 -1.47417 -4.26255 0.1 0.0 0.6
C 0.93637 -1.60816 -2.84311 -0.1 0.0 -0.5
C 1.83947 -2.57231 -2.41499 0.1 -0.2 -0.2
C 2.10795 -2.67633 -1.07271 0.1 -0.1 0.0
C 1.46434 -1.81181 -0.20426 0.0 0.0 0.0
N 0.60471 -0.87299 -0.58730 -0.2 0.1 0.0
C 0.34233 -0.77178 -1.90506 -0.2 0.4 0.2
C -0.63279 0.25619 -2.32041 0.3 -0.1 0.4
N -1.11811 1.05808 -1.35622 -0.3 -0.1 0.0
C -2.10525 1.88863 -1.69235 0.1 0.0 0.1
C -2.59705 2.01925 -2.98346 -0.1 0.1 0.0
C -2.04540 1.25415 -3.97888 -0.1 0.0 -0.2
C -1.04607 0.34852 -3.64277 0.2 -0.3 -0.5
C -0.42371 -0.51876 -4.65504 -0.2 0.3 0.5
N -0.72339 -0.46259 -5.92262 0.3 -0.3 0.0
H 2.30251 -3.22399 -3.14575 0.0 0.0 0.0
H 2.79532 -3.41210 -0.67771 0.0 0.0 0.0
H 1.66883 -1.89637 0.84690 0.0 0.0 0.0
H -2.53374 2.48146 -0.90050 0.0 0.0 0.0
H -3.40068 2.71708 -3.17535 0.0 0.0 0.0
H -2.37514 1.31978 -5.00874 0.0 0.0 0.1
N 3.08588 1.16344 -0.18675 -0.1 0.2 0.3
N 3.01254 2.57788 -0.02343 0.3 -0.2 0.0
C 1.91233 3.26960 0.16821 -0.4 0.2 -0.1
N 1.99055 4.60407 0.14120 0.4 -0.1 0.0
N 0.74179 2.57799 0.34917 -0.2 0.8 0.1
N -0.34826 3.33028 0.60853 -0.4 -1.4 0.1
O -1.36133 2.59261 0.87673 0.3 1.7 -0.2
O -0.44230 4.52208 0.59688 -0.5 0.3 0.0
H 2.62366 0.75824 0.63759 0.0 0.0 0.0
H 4.07373 0.95662 -0.05772 -0.1 -0.1 -0.1
H 3.84140 3.08682 -0.28368 0.0 0.0 0.0
H 2.88848 5.05297 0.09321 0.1 0.0 0.0
H 1.17327 5.14920 0.36308 0.1 0.0 0.0
O 0.01560 2.16443 3.00620 -0.1 0.1 0.2
C -0.97774 1.69741 3.57796 -0.2 -0.4 -0.6
O -1.70371 0.81597 2.96923 0.3 0.5 0.5
H -1.26386 1.99852 4.58609 -0.1 0.0 0.1

6.
7
Properties=species:S:1:pos:R:3:forces:R:3 method="wB97M-V/def2-TZVPD" smiles=CNI total_energy_ev=-10690.9766 lumo_ev=0.064 relative_energy_kj_mol=49.0 e_homo_ev=-8.87 homo_lumo_gap_ha=0.32844
C 0.49776 0.37287 -0.42206 -2.3 -0.8 2.9
N -0.16250 -0.58938 0.75150 1.4 4.1 -0.9
I -2.11734 -0.06919 1.11299 0.0 0.1 0.0
H 0.20497 1.43367 -0.20004 -0.6 -1.2 -0.9
H 1.51719 0.43704 -0.23338 2.0 -0.6 0.5
H 0.34660 -0.12237 -1.36441 -0.5 0.6 -0.6
H -0.28668 -1.46263 0.35540 0.0 -2.2 -1.1